130
Properties=species:S:1:pos:R:3:lowdin_charge:R:1 method="wB97M-V/def2-TZVPD" homo_lumo_gap_ev=6.0 charge=-2 homo_energy_ev=-2.189 de_lowest_ev=0.000
Cd 0.23677 -1.18160 0.11443 1.33
O 1.58615 -7.38976 0.15212 0.07
C 1.33447 -6.19991 0.16023 -0.28
C 2.33754 -5.07397 0.16463 -0.30
O 3.55958 -5.18932 0.20558 0.04
C 1.56291 -3.84298 0.08739 -0.34
C 0.16757 -4.12817 0.09771 -0.32
O -0.72753 -3.22651 0.05378 -0.11
C -0.04521 -5.57944 0.15385 -0.30
O -1.10652 -6.18605 0.17865 0.06
O 2.01560 -2.65455 0.01511 -0.20
C 0.04222 -0.08670 -4.06030 -0.31
As 1.02718 -0.87908 -2.56582 1.08
C 1.17891 -2.68270 -3.32404 -0.31
C 2.75289 -0.10535 -3.15867 -0.35
C 4.09412 -0.28758 -2.42158 -0.68
C 5.15995 0.24122 -3.39995 -0.12
C 4.19065 0.58947 -1.16057 -0.34
As 2.80448 0.42780 0.25429 1.11
C 3.80501 -0.53285 1.63186 -0.30
C 3.12018 2.20611 1.01907 -0.31
C 4.31557 -1.78421 -2.14193 -0.37
As 6.16386 -2.44124 -1.89329 1.10
C 6.19273 -2.66510 0.05553 -0.34
C 5.74709 -4.31558 -2.28176 -0.35
H 0.49499 -0.40798 -5.00081 0.02
H 0.08239 0.99676 -3.97037 0.00
H -1.00177 -0.39625 -4.03115 0.01
H 1.66547 -2.65386 -4.30160 0.02
H 0.17452 -3.09654 -3.42791 0.02
H 1.74161 -3.32305 -2.64688 0.01
H 2.52840 0.96189 -3.23759 0.04
H 2.86453 -0.50678 -4.17321 0.07
H 4.88811 1.24463 -3.73765 0.07
H 5.24720 -0.40719 -4.27692 0.08
H 6.14280 0.29196 -2.92745 0.05
H 4.12030 1.63556 -1.47959 0.06
H 5.17509 0.45674 -0.69599 0.07
H 4.82594 -0.15318 1.71885 0.02
H 3.80592 -1.59640 1.40761 0.00
H 3.27122 -0.38200 2.57139 0.01
H 4.19308 2.40783 1.07296 0.02
H 2.69024 2.23101 2.02067 0.02
H 2.62759 2.96003 0.40733 -0.01
H 3.96587 -2.34399 -3.01641 0.06
H 3.70774 -2.12712 -1.29848 0.05
H 6.28103 -1.70079 0.55455 -0.01
H 7.05774 -3.27624 0.31943 0.01
H 5.28552 -3.16999 0.38556 0.01
H 5.54429 -4.43343 -3.34755 0.01
H 4.88742 -4.65403 -1.70197 0.01
H 6.61282 -4.92859 -2.02691 0.01
C -2.71592 -3.02275 4.83233 0.01
C -2.55642 -2.77996 3.33069 -0.56
C -2.66259 -4.07014 2.55101 0.02
O -1.32495 -2.16126 3.04340 -0.01
C -1.56335 -0.77842 3.22404 -0.17
C -2.94880 -0.60202 2.55056 -0.11
O -3.56520 -1.83305 2.91612 -0.03
C -3.15938 -0.21752 1.03121 -0.31
O -1.98989 0.47655 0.68586 -0.09
C -4.35297 0.76348 1.02044 -0.11
C -4.13461 2.04790 1.52467 -0.03
C -5.15853 2.97669 1.57481 -0.08
C -6.43108 2.64092 1.12545 -0.12
C -6.65792 1.36920 0.62742 -0.10
C -5.62548 0.43777 0.57421 -0.01
C -3.40278 -1.33289 0.01003 -0.13
C -4.25388 -2.41579 0.21844 -0.06
C -4.45368 -3.36850 -0.76940 -0.08
C -3.83574 -3.24211 -2.00257 -0.09
C -3.03396 -2.13862 -2.24172 -0.09
C -2.82137 -1.19249 -1.24991 -0.04
C -0.27896 0.08030 3.02786 -0.45
O 0.47064 -0.17641 1.92496 -0.37
C -0.73191 1.55586 3.08985 -0.15
C -1.53786 2.06276 4.10736 -0.07
C -1.93321 3.39539 4.11298 -0.10
C -1.52306 4.24740 3.09770 -0.11
C -0.71730 3.75153 2.07973 -0.07
C -0.32697 2.42082 2.08006 -0.03
C 0.66562 -0.23335 4.22298 -0.11
C 1.24876 -1.50358 4.27630 -0.03
C 2.18212 -1.82140 5.24663 -0.09
C 2.57795 -0.87127 6.18301 -0.12
C 2.03115 0.39781 6.12388 -0.10
C 1.08375 0.71225 5.15188 -0.03
H -1.86661 -3.60094 5.19666 0.09
H -3.63368 -3.58450 5.01210 0.08
H -2.77638 -2.08638 5.38524 0.08
H -2.01348 -4.82409 2.99867 0.10
H -2.35788 -3.92176 1.51852 0.06
H -3.69028 -4.43456 2.58425 0.09
H -1.81053 -0.61272 4.28459 0.13
H -3.44621 0.19657 3.10755 0.15
H -3.14313 2.31900 1.86489 0.10
H -4.96021 3.96854 1.96394 0.10
H -7.23418 3.36743 1.15900 0.09
H -7.64285 1.09491 0.26785 0.09
H -5.81848 -0.54357 0.16377 0.10
H -4.74777 -2.52820 1.17030 0.11
H -5.07837 -4.22829 -0.56014 0.10
H -3.97104 -3.99884 -2.76537 0.09
H -2.55554 -2.01823 -3.20638 0.08
H -2.19947 -0.33035 -1.46684 0.09
H -1.85880 1.42070 4.92008 0.12
H -2.56563 3.76333 4.91250 0.09
H -1.83597 5.28539 3.09517 0.09
H -0.40843 4.39487 1.26413 0.09
H 0.26520 2.01378 1.27052 0.08
H 0.98733 -2.23148 3.52279 0.12
H 2.62308 -2.81094 5.25689 0.10
H 3.31993 -1.11580 6.93398 0.09
H 2.34608 1.16019 6.82748 0.09
H 0.68790 1.71800 5.11658 0.10
C 2.93961 5.26268 -1.69694 -0.11
C 2.17389 4.52061 -2.79361 -0.26
C 1.01137 3.73224 -2.27465 -0.68
N 1.07679 2.49068 -1.94770 -0.04
N -0.08172 1.93843 -1.49873 -0.07
C -1.10752 2.78858 -1.46976 -0.77
N -2.31427 2.47842 -1.09296 0.02
S -0.57686 4.41829 -2.03517 0.96
H 3.72880 5.88622 -2.12293 0.06
H 3.39691 4.55595 -1.00612 0.05
H 2.26743 5.90358 -1.12394 0.07
H 2.84215 3.82692 -3.30938 0.10
H 1.81422 5.23814 -3.53652 0.09
H -2.16028 1.17255 -0.01265 0.03
H -2.94600 3.26790 -1.07940 0.03

128
Properties=species:S:1:pos:R:3:lowdin_spin:R:1 method="wB97M-V/def2-TZVPD" multiplicity=2 homo_lumo_gap_ev="6.9 / 6.9" homo_energy_ev="-7.642 / -7.364"
Cr -0.18461 0.03519 0.42458 1.17
C -0.14083 2.37364 -3.28245 0.00
C 0.35272 1.63509 -2.06703 0.00
N -0.51319 1.02412 -1.30567 -0.01
N -1.77618 0.95739 -1.91796 -0.01
C -2.58749 0.13350 -1.37968 0.00
S -2.27537 -0.81647 0.06220 -0.03
S -4.15060 -0.12620 -2.20485 0.00
C -4.90543 1.52727 -2.04951 0.00
C -4.90967 2.35439 -3.30872 0.00
C -6.03068 3.11506 -3.61996 0.00
C -6.04310 3.93480 -4.74042 0.00
C -4.93125 3.99817 -5.56491 0.00
C -3.81144 3.23316 -5.26481 0.00
C -3.80079 2.41440 -4.14723 0.00
C 1.78546 1.58748 -1.77155 0.00
C 2.71155 2.02517 -2.73901 0.00
C 4.07064 1.99833 -2.52808 0.00
C 4.56322 1.53629 -1.30740 0.00
C 3.69504 1.09536 -0.33835 0.00
C 2.30469 1.09652 -0.54879 0.01
O 1.56031 0.62767 0.42757 0.02
H -0.47230 1.66772 -4.04474 0.00
H 0.61202 3.03099 -3.69853 0.00
H -1.00720 2.97346 -3.00668 0.00
H -4.36395 2.03765 -1.25620 0.00
H -5.92412 1.36719 -1.69637 0.00
H -6.90409 3.06591 -2.98043 0.00
H -6.92542 4.51778 -4.97087 0.00
H -4.93728 4.63630 -6.43900 0.00
H -2.94310 3.27079 -5.91042 0.00
H -2.93772 1.80086 -3.92167 0.00
H 2.36011 2.37799 -3.69576 0.00
H 4.74560 2.33930 -3.30015 0.00
H 5.62999 1.51191 -1.12445 0.00
H 4.05039 0.71664 0.61168 0.00
C 0.01666 -3.28461 -0.78276 0.00
C 0.43842 -3.49672 0.66624 0.00
P 0.50749 -1.96322 1.74197 0.00
C -0.27241 -2.67422 3.22987 0.00
C -1.59707 -2.34032 3.48587 0.00
C -2.26743 -2.89901 4.56464 0.00
C -1.61120 -3.79269 5.39643 0.00
C -0.28757 -4.13196 5.14395 0.00
C 0.37919 -3.57939 4.06299 0.00
C 2.25683 -1.78484 2.25320 0.01
C 3.25934 -2.73520 2.08693 0.00
C 4.54695 -2.49484 2.55111 0.00
C 4.84418 -1.30788 3.20086 0.00
C 3.85029 -0.35358 3.37713 0.00
C 2.57487 -0.58729 2.89472 0.00
P 0.99672 -1.94286 -1.54803 0.00
C 0.27328 -1.78395 -3.21498 0.00
C -0.99311 -2.24279 -3.56206 0.00
C -1.51034 -1.99390 -4.82719 0.00
C -0.76418 -1.29563 -5.76188 0.00
C 0.50508 -0.83827 -5.42696 0.00
C 1.01257 -1.06915 -4.16052 0.00
C 2.57263 -2.80810 -1.88587 0.00
C 2.65387 -3.89502 -2.75666 0.00
C 3.85405 -4.56032 -2.93525 0.00
C 4.98833 -4.14828 -2.24356 0.00
C 4.91941 -3.06334 -1.38504 0.00
C 3.71453 -2.39350 -1.21010 0.00
H -1.01886 -2.94902 -0.80077 0.00
H 0.08118 -4.22346 -1.34029 0.00
H 1.41261 -3.98216 0.71387 0.00
H -0.27543 -4.17275 1.14031 0.00
H -2.10217 -1.63181 2.83949 0.00
H -3.29589 -2.62489 4.75899 0.00
H -2.12705 -4.22382 6.24426 0.00
H 0.22808 -4.82653 5.79352 0.00
H 1.41564 -3.83744 3.88362 0.00
H 3.06543 -3.67474 1.58870 0.00
H 5.31407 -3.24520 2.40817 0.00
H 5.84625 -1.12389 3.56515 0.00
H 4.07202 0.58188 3.87423 0.00
H 1.81389 0.17553 3.00144 0.00
H -1.59722 -2.78857 -2.84928 0.00
H -2.50304 -2.34508 -5.07440 0.00
H -1.16760 -1.10548 -6.74738 0.00
H 1.09450 -0.29189 -6.15210 0.00
H 1.99797 -0.69690 -3.89779 0.00
H 1.77604 -4.20790 -3.31061 0.00
H 3.90924 -5.39835 -3.61799 0.00
H 5.92525 -4.67265 -2.38093 0.00
H 5.80245 -2.73142 -0.85395 0.00
H 3.66008 -1.53759 -0.55000 0.00
C -0.99618 2.95920 5.35567 -0.01
Si -1.08292 1.36482 4.34633 -0.02
C 0.22826 0.29076 5.17543 0.00
C -2.78013 0.59072 4.69351 0.00
Si -0.94016 1.81220 2.01522 -0.10
Si -3.05612 2.78676 1.57965 -0.01
C -2.95281 3.75506 -0.04044 0.00
C -4.53601 1.61338 1.53836 0.00
C -3.53358 4.03831 2.91050 -0.01
Si 0.53053 3.66198 1.85499 -0.01
C 2.18017 3.21965 2.65457 0.00
C -0.10085 5.21183 2.73175 -0.01
C 0.85059 4.26599 0.09406 0.00
H -1.16960 2.72509 6.40946 0.00
H -1.73888 3.69226 5.04892 0.00
H -0.01170 3.42348 5.27933 0.00
H 0.34464 -0.69909 4.74317 0.00
H 1.20560 0.77821 5.17349 0.00
H -0.07246 0.16269 6.21932 0.00
H -2.73448 -0.07525 5.55756 0.00
H -3.15966 0.02001 3.84588 0.00
H -3.51352 1.36876 4.91101 0.00
H -2.50602 3.17380 -0.84965 0.00
H -2.33798 4.64650 0.10243 0.00
H -3.94173 4.08623 -0.37017 0.00
H -4.34543 0.66810 1.03172 0.00
H -5.37922 2.10477 1.04571 0.00
H -4.84530 1.38397 2.55879 0.00
H -2.76830 4.79262 3.08210 0.00
H -3.74114 3.54651 3.86026 0.00
H -4.44801 4.55193 2.60116 0.00
H 2.05276 3.04290 3.72559 0.00
H 2.89611 4.03634 2.53194 0.00
H 2.60990 2.32165 2.21171 0.00
H -0.42904 5.04011 3.75412 0.00
H -0.92601 5.66604 2.18071 0.00
H 0.71350 5.94125 2.75680 0.00
H 1.68781 3.75573 -0.37365 0.00
H 1.08752 5.33235 0.12624 0.00
H -0.02443 4.14090 -0.54527 0.00

no.,energy (eV)
1,-274708.612
2,-159153.575